# 1
An isolated ion of composition C47H58N3O2S2 and charge +1 at a distorted geometry. Source: the OMol25 dataset; level of theory: ωB97M-V/def2-TZVPD.

As for the LUMO energy: -3.55 eV. The largest force on an atom is 0.0760 hartree/bohr. For the HOMO energy, the calculation gives -10.6 eV. For the orbital gap, the calculation gives 0.25992 Ha. The charge is +1.

Each line ends with the Löwdin charge.
Element x y z (Å)
C: 3.174 -0.419 -1.803  -0.138
C: 2.435 -1.537 -2.501  -0.519
C: 1.912 -1.055 -3.865  -0.037
C: 3.451 -2.675 -2.681  -0.024
C: 1.258 -2.058 -1.616  -0.103
C: 0.376 -2.910 -2.307  -0.060
C: -0.130 -4.038 -1.694  -0.064
C: 0.226 -4.322 -0.366  -0.048
C: 1.043 -3.442 0.376  -0.100
C: 1.730 -4.042 1.612  -0.533
C: 0.708 -4.187 2.748  -0.037
C: 2.985 -3.247 1.980  -0.036
C: 2.200 -5.481 1.310  -0.048
C: 1.222 -2.129 -0.166  -0.043
N: 0.947 -0.960 0.674  0.026
C: 0.232 0.122 0.206  -0.225
C: 0.742 1.114 -0.732  -0.016
C: -0.511 1.337 -1.660  -0.131
C: -0.847 2.519 -2.334  -0.021
C: -2.148 2.680 -2.806  0.030
C: -3.016 1.584 -2.766  -0.144
N: -4.402 1.849 -2.546  -0.303
O: -5.164 0.858 -2.409  0.058
O: -4.765 3.051 -2.455  0.059
C: -2.521 0.251 -2.573  0.051
C: -1.274 0.168 -1.973  -0.036
N: -0.839 0.324 1.080  0.084
C: -2.266 0.717 0.830  -0.029
C: -3.291 -0.283 0.834  -0.059
C: -3.177 -1.849 0.959  -0.504
C: -4.405 -2.611 0.400  -0.063
C: -3.075 -2.252 2.426  -0.026
C: -2.037 -2.347 0.117  -0.043
C: -4.626 0.093 0.724  -0.033
C: -4.996 1.386 0.420  -0.049
C: -4.032 2.376 0.528  -0.036
C: -2.697 2.077 0.826  -0.061
C: -1.909 3.341 1.308  -0.510
C: -2.541 4.684 0.890  -0.048
C: -0.564 3.380 0.669  -0.138
C: -1.765 3.275 2.832  -0.023
C: -0.495 -0.335 2.254  -0.063
C: 0.597 -1.090 2.028  -0.066
H: 2.696 -0.372 -0.791  -0.033
H: 4.237 -0.628 -1.618  0.105
H: 3.089 0.523 -2.348  0.073
H: 1.646 -1.911 -4.499  0.084
H: 1.030 -0.408 -3.735  0.086
H: 2.690 -0.477 -4.384  0.098
H: 3.026 -3.511 -3.243  0.092
H: 4.337 -2.298 -3.213  0.100
H: 3.780 -3.050 -1.699  0.093
H: 0.158 -2.750 -3.373  0.125
H: -0.773 -4.738 -2.246  0.124
H: -0.106 -5.253 0.083  0.118
H: -0.078 -4.905 2.466  0.093
H: 1.214 -4.559 3.650  0.098
H: 0.205 -3.247 2.990  0.056
H: 3.775 -3.461 1.249  0.095
H: 2.835 -2.166 1.967  0.038
H: 3.338 -3.553 2.971  0.100
H: 2.869 -5.508 0.441  0.097
H: 2.749 -5.875 2.174  0.099
H: 1.361 -6.162 1.123  0.079
H: 1.573 0.794 -1.561  0.161
H: -0.082 3.284 -2.446  0.124
H: -2.513 3.643 -3.175  0.137
H: -3.156 -0.600 -2.822  0.132
H: -0.800 -0.807 -1.736  0.095
H: -4.659 -2.288 -0.616  0.098
H: -4.179 -3.686 0.355  0.094
H: -5.287 -2.524 1.043  0.083
H: -2.218 -1.792 2.917  0.046
H: -3.980 -1.922 2.953  0.100
H: -2.986 -3.343 2.520  0.099
H: -1.064 -2.069 0.504  0.063
H: -2.052 -3.439 0.028  0.090
H: -2.122 -1.937 -0.896  0.084
H: -5.446 -0.631 0.803  0.115
H: -6.029 1.652 0.183  0.129
H: -4.384 3.409 0.440  0.110
H: -3.436 4.912 1.482  0.091
H: -1.822 5.502 1.054  0.098
H: -2.782 4.678 -0.185  0.094
H: -0.073 2.422 0.840  -0.018
H: -0.605 3.503 -0.412  0.074
H: 0.031 4.192 1.094  0.074
H: -1.322 2.324 3.155  0.066
H: -1.129 4.096 3.193  0.097
H: -2.756 3.372 3.295  0.098
H: -1.114 -0.254 3.156  0.152
H: 1.158 -1.634 2.768  0.119
C: 2.802 4.735 -2.215  -0.079
C: 3.537 3.556 -2.322  -0.059
C: 3.542 2.648 -1.265  -0.071
C: 2.631 2.857 -0.239  -0.315
C: 1.995 1.684 0.413  -0.692
S: 1.574 2.078 2.097  0.971
C: 3.168 2.326 2.827  -0.455
C: 4.105 1.289 2.216  -0.455
S: 3.301 0.561 0.832  0.952
C: 2.191 4.150 0.041  -0.067
C: 2.136 5.046 -1.027  -0.056
H: 2.762 5.418 -3.056  0.107
H: 4.144 3.342 -3.200  0.113
H: 4.236 1.801 -1.246  0.098
H: 3.507 3.361 2.653  0.090
H: 2.986 2.100 3.900  0.095
H: 5.072 1.701 1.835  0.101
H: 4.225 0.451 2.934  0.089
H: 1.894 4.451 1.052  0.103
H: 1.605 5.980 -0.913  0.112

# 2
C47H59AgI2NOP2SSi as an isolated structure at a distorted geometry. Source: the OMol25 dataset; level of theory: ωB97M-V/def2-TZVPD.

The multiplicity is 2. As for the LUMO energy (spin up / spin down): 3.64 / 3.64 eV. The largest force on an atom is 0.0430 hartree/bohr. For the HOMO energy (spin up / spin down), the calculation gives 0.6 / 0.2 eV. For the orbital gap (spin up / spin down), the calculation gives 0.11033 / 0.12804 Ha. The charge is -2.

Each line ends with the Löwdin charge.
Element x y z (Å)
Ag: -0.961 -0.006 -1.326  0.494
C: -0.923 3.324 -1.764  -0.270
Si: -0.502 2.128 -0.315  0.442
C: 1.251 2.449 0.321  -0.308
C: 1.551 3.485 1.172  -0.128
C: 2.842 3.758 1.541  -0.119
C: 3.900 3.006 1.053  -0.106
C: 3.640 2.000 0.134  -0.123
C: 2.320 1.634 -0.149  -0.367
P: 1.902 0.201 -1.212  1.054
C: 2.799 0.536 -2.864  -0.419
C: 2.309 -0.507 -3.923  -0.213
C: 3.439 -1.440 -4.382  -0.208
C: 4.586 -0.655 -5.035  -0.218
C: 4.835 0.686 -4.335  -0.220
C: 4.342 0.652 -2.899  -0.229
C: 2.791 -1.331 -0.586  -0.438
C: 1.734 -2.416 -0.289  -0.228
C: 2.243 -3.635 0.557  -0.201
C: 3.739 -3.774 0.414  -0.241
C: 4.410 -2.527 0.982  -0.211
C: 3.812 -1.167 0.546  -0.200
C: -1.679 2.851 1.029  -0.289
C: -2.209 4.151 1.093  -0.099
C: -3.074 4.482 2.123  -0.121
C: -3.324 3.600 3.157  -0.116
C: -2.739 2.347 3.142  -0.120
C: -1.955 1.940 2.064  -0.367
P: -1.353 0.250 1.745  1.045
C: -2.828 -0.935 1.815  -0.405
C: -4.025 -0.593 2.717  -0.212
C: -5.065 -1.740 2.654  -0.202
C: -4.487 -3.073 3.162  -0.206
C: -2.939 -3.137 3.175  -0.229
C: -2.386 -2.431 1.964  -0.229
C: -0.314 -0.180 3.278  -0.431
C: 1.119 0.266 3.110  -0.233
C: 2.015 -0.308 4.199  -0.212
C: 1.436 -0.067 5.598  -0.232
C: -0.003 -0.523 5.742  -0.238
C: -0.859 0.162 4.697  -0.221
H: -0.854 4.329 -1.327  -0.022
H: -1.950 3.189 -2.152  0.024
H: -0.222 3.250 -2.618  0.001
H: 0.739 4.070 1.613  0.103
H: 3.014 4.614 2.208  0.097
H: 4.938 3.242 1.370  0.099
H: 4.454 1.441 -0.362  0.076
H: 2.382 1.536 -3.122  0.103
H: 1.944 0.061 -4.794  0.099
H: 1.454 -1.095 -3.543  0.096
H: 3.049 -2.188 -5.080  0.105
H: 3.850 -2.002 -3.500  0.105
H: 4.429 -0.478 -6.109  0.099
H: 5.526 -1.264 -4.980  0.107
H: 4.352 1.483 -4.908  0.109
H: 5.913 0.942 -4.337  0.103
H: 4.632 1.604 -2.388  0.101
H: 4.798 -0.155 -2.282  0.109
H: 3.366 -1.697 -1.464  0.086
H: 1.293 -2.786 -1.241  0.082
H: 0.909 -1.988 0.291  0.067
H: 1.670 -4.537 0.244  0.110
H: 1.933 -3.503 1.623  0.109
H: 3.980 -3.938 -0.653  0.114
H: 4.121 -4.619 1.015  0.102
H: 5.512 -2.540 0.797  0.103
H: 4.306 -2.618 2.093  0.105
H: 4.659 -0.510 0.167  0.099
H: 3.365 -0.672 1.431  0.092
H: -1.903 4.854 0.331  0.078
H: -3.575 5.464 2.101  0.095
H: -4.032 3.879 3.961  0.098
H: -3.009 1.652 3.898  0.066
H: -3.201 -0.905 0.770  0.089
H: -4.516 0.363 2.430  0.118
H: -3.708 -0.540 3.766  0.085
H: -5.427 -1.861 1.612  0.104
H: -5.953 -1.424 3.245  0.101
H: -4.796 -3.902 2.470  0.110
H: -4.876 -3.337 4.175  0.098
H: -2.598 -4.193 3.168  0.108
H: -2.488 -2.698 4.081  0.097
H: -2.721 -2.981 1.064  0.103
H: -1.288 -2.583 1.919  0.091
H: -0.323 -1.300 3.286  0.100
H: 1.218 1.386 3.122  0.129
H: 1.556 -0.069 2.164  0.077
H: 3.049 0.086 4.197  0.108
H: 2.129 -1.405 4.057  0.112
H: 1.465 1.001 5.867  0.111
H: 2.072 -0.544 6.357  0.098
H: -0.381 -0.227 6.745  0.106
H: -0.091 -1.637 5.647  0.119
H: -0.753 1.261 4.876  0.120
H: -1.918 -0.097 4.803  0.084
I: -6.827 -0.343 -1.682  0.763
C: -5.375 0.072 -3.140  -0.651
C: -5.840 -0.026 -4.447  -0.306
C: -4.935 0.254 -5.480  -0.715
I: -5.806 0.152 -7.373  0.772
C: -3.561 0.510 -5.235  -0.209
C: -2.598 0.733 -6.271  -0.060
C: -1.279 0.898 -5.889  -0.077
C: -0.959 0.947 -4.532  -0.163
N: -1.814 0.709 -3.554  0.071
C: -3.088 0.480 -3.873  -0.145
C: -4.025 0.390 -2.719  -0.465
O: -3.629 0.638 -1.563  -0.109
H: -6.875 -0.297 -4.661  0.049
H: -2.893 0.837 -7.303  0.052
H: -0.525 1.084 -6.651  0.091
H: 0.035 1.304 -4.219  0.088
S: -1.633 -3.300 -2.108  0.350
C: -1.257 -1.919 -1.507  -0.954